# C29H25FeN7O

A molecular structure, C29H25FeN7O (ωB97M-V/def2-TZVPD, OMol25).

The total energy is -77345.520 eV. As for the max |F|: 0.34 eV/A. The lowest unoccupied orbital energy (alpha / beta) is 0.679 / 0.680 eV. The value obtained for the orbital gap (alpha / beta) is 7.2 / 7.2 eV.

ORCA input file:
```
! wB97M-V def2-TZVPD RIJCOSX def2/J DEFGRID3
* xyz 0 1
Fe 0.456 -0.623 0.751
C 3.959 5.076 2.007
C 2.945 4.094 1.486
C 1.575 4.320 1.608
C 0.648 3.392 1.182
C 1.020 2.182 0.568
N 0.098 1.212 0.184
C -1.110 1.659 -0.318
C -1.162 2.804 -1.144
C -2.325 3.299 -1.683
C -3.547 2.674 -1.436
C -4.838 3.200 -2.002
C -3.518 1.530 -0.663
C -2.340 0.996 -0.138
N -2.462 -0.229 0.596
C -3.565 -1.004 0.697
C -3.293 -2.026 1.572
C -1.967 -1.811 1.956
N -1.474 -0.732 1.365
C 2.402 1.975 0.450
C 3.335 2.895 0.916
N 2.890 0.779 -0.147
C 4.021 0.618 -0.863
C 4.184 -0.729 -1.088
C 3.089 -1.328 -0.454
N 2.315 -0.410 0.105
H 3.515 6.064 2.132
H 4.806 5.173 1.327
H 4.351 4.765 2.978
H 1.225 5.236 2.072
H -0.406 3.593 1.319
H -0.227 3.305 -1.355
H -2.287 4.185 -2.306
H -4.769 4.268 -2.205
H -5.667 3.042 -1.312
H -5.093 2.703 -2.941
H -4.461 1.050 -0.443
H -4.462 -0.791 0.146
H -3.952 -2.821 1.873
H -1.329 -2.394 2.597
H 4.389 2.653 0.839
H 4.607 1.467 -1.169
H 4.972 -1.208 -1.640
H 2.808 -2.367 -0.387
O 0.908 -2.311 1.581
C 0.638 -3.521 1.210
C 0.912 -4.583 2.112
C 0.631 -5.891 1.807
C 0.057 -6.229 0.575
C -0.207 -5.222 -0.323
C 0.075 -3.876 -0.046
C -0.180 -2.859 -1.062
N -0.055 -1.549 -0.932
C -0.347 -0.979 -2.152
C -0.661 -1.956 -3.037
N -0.553 -3.139 -2.338
H 1.353 -4.310 3.062
H 0.853 -6.666 2.530
H -0.176 -7.257 0.333
H -0.659 -5.495 -1.270
H -0.307 0.086 -2.296
H -0.942 -1.923 -4.073
H -0.691 -4.058 -2.714
*
```

---

# C29H25N4O7RuSe2Te2

A molecular structure, C29H25N4O7RuSe2Te2 (ωB97M-V/def2-TZVPD, OMol25).

The total energy is -198636.604 eV. As for the expectation value of S²: 0.767. As for the max |F|: 0.64 eV/A. The lowest unoccupied orbital energy (alpha / beta) is 4.035 / 4.036 eV. The value obtained for the orbital gap (alpha / beta) is 5.1 / 5.1 eV.

ORCA input file:
```
! wB97M-V def2-TZVPD RIJCOSX def2/J DEFGRID3
* xyz -2 2
Ru -0.141 0.477 -0.013
O 2.490 0.828 3.280
C 1.623 0.569 2.446
O 1.742 0.594 1.175
C 0.290 0.014 2.931
C 0.044 -0.285 4.260
C -1.087 -1.025 4.566
C -1.878 -1.512 3.537
C -1.561 -1.178 2.228
N -0.546 -0.356 1.960
C -2.207 -1.890 1.034
O -3.148 -2.651 1.278
O -1.633 -1.656 -0.067
H 0.760 0.044 4.999
H -1.320 -1.269 5.597
H -2.718 -2.173 3.697
Se 0.103 2.813 0.795
Te -1.024 4.430 -0.734
Te -3.450 3.221 -0.597
Se -2.638 0.778 -0.444
C 3.969 -4.973 -0.036
O 4.978 -3.985 -0.271
C 4.959 -3.533 -1.577
C 5.714 -4.181 -2.536
C 5.693 -3.748 -3.856
C 4.890 -2.669 -4.192
C 4.138 -2.006 -3.233
C 4.175 -2.415 -1.900
N 3.486 -1.788 -0.865
C 2.370 -0.952 -1.061
N 2.644 0.232 -1.633
C 1.681 0.981 -2.363
C 0.368 1.144 -1.906
C -0.489 1.747 -2.849
C -0.056 2.229 -4.067
C 1.280 2.139 -4.449
C 2.141 1.493 -3.584
O 3.490 1.291 -3.845
C 3.994 1.834 -5.037
N 1.187 -1.278 -0.681
C 0.966 -2.600 -0.240
C 1.141 -2.940 1.098
C 0.868 -4.223 1.549
C 0.427 -5.188 0.657
C 0.264 -4.862 -0.684
C 0.529 -3.579 -1.139
O 0.404 -3.319 -2.476
C -0.667 -2.415 -2.814
H 4.000 -5.211 1.025
H 4.177 -5.870 -0.628
H 2.974 -4.602 -0.294
H 6.311 -5.029 -2.226
H 6.285 -4.254 -4.608
H 4.839 -2.330 -5.219
H 3.520 -1.168 -3.520
H 3.435 -2.335 -0.019
H 3.616 0.446 -1.775
H -1.535 1.857 -2.603
H -0.763 2.717 -4.729
H 1.615 2.547 -5.392
H 5.056 1.596 -5.060
H 3.865 2.921 -5.070
H 3.508 1.397 -5.916
H 1.473 -2.166 1.780
H 0.988 -4.458 2.599
H 0.194 -6.188 1.001
H -0.085 -5.593 -1.402
H -0.694 -2.390 -3.902
H -0.487 -1.416 -2.421
H -1.610 -2.781 -2.406
*
```

---

# C29H25NO3S

C29H25NO3S in the gas phase at a distorted geometry (ωB97M-V/def2-TZVPD, OMol25).

The total energy is -48942.406 eV. As for the max |F|: 7.10 eV/A. The lowest unoccupied orbital energy is -0.164 eV. The value obtained for the orbital gap is 8.6 eV.

ORCA input file:
```
! wB97M-V def2-TZVPD RIJCOSX def2/J DEFGRID3
* xyz 0 1
C -2.416 5.759 -0.111
O -2.997 4.655 0.614
C -2.716 3.404 0.155
C -3.313 2.324 0.856
C -2.751 1.028 0.775
C -1.604 0.752 -0.019
C -0.862 -0.579 -0.038
C -0.888 -1.203 -1.431
C -0.746 -2.612 -1.500
C -0.367 -3.260 -2.671
C -0.283 -2.566 -3.879
C 0.232 -3.190 -5.166
C -0.730 -1.245 -3.879
C -1.113 -0.602 -2.703
C 0.422 -0.823 0.898
C 1.329 -2.093 0.950
C 2.036 -2.470 -0.239
C 2.353 -3.800 -0.496
C 2.112 -4.802 0.478
C 2.325 -6.195 0.162
N 2.478 -7.321 -0.128
C 1.628 -4.392 1.743
C 1.309 -3.059 2.004
S 0.575 -0.159 2.706
O 1.685 -0.611 3.553
O -0.762 -0.233 3.192
C 1.161 1.587 2.706
C 2.447 2.023 3.041
C 2.755 3.378 3.040
C 1.778 4.327 2.705
C 0.473 3.903 2.383
C 0.162 2.527 2.423
C -1.167 1.799 -0.860
C -1.701 3.118 -0.781
H -2.810 6.640 0.381
H -1.318 5.765 -0.036
H -2.725 5.748 -1.162
H -4.123 2.527 1.546
H -3.223 0.218 1.332
H -1.322 -1.256 0.693
H -0.850 -3.209 -0.601
H -0.061 -4.298 -2.652
H 0.648 -2.403 -5.817
H 1.043 -3.902 -4.955
H -0.544 -3.724 -5.740
H -0.726 -0.721 -4.826
H -1.552 0.386 -2.815
H 1.155 -0.032 0.457
H 2.199 -1.743 -1.040
H 2.737 -4.129 -1.463
H 1.471 -5.163 2.514
H 0.914 -2.814 2.995
H 3.231 1.290 3.320
H 3.766 3.721 3.297
H 2.011 5.383 2.662
H -0.297 4.597 2.109
H -0.836 2.179 2.246
H -0.386 1.644 -1.588
H -1.249 3.927 -1.341
*
```

---

# C29H25NO4

2 unconnected molecules or ions with the total composition C29H25NO4 at a distorted geometry (ωB97M-V/def2-TZVPD, OMol25).

The total energy is -40157.140 eV. As for the max |F|: 2.54 eV/A. The lowest unoccupied orbital energy is -2.685 eV. The value obtained for the orbital gap is 4.5 eV.

ORCA input file:
```
! wB97M-V def2-TZVPD RIJCOSX def2/J DEFGRID3
* xyz 0 1
C -2.751 1.984 0.049
C -2.361 0.652 0.671
C -3.254 0.279 1.852
O -2.466 -0.427 -0.284
C -1.577 -0.355 -1.341
O -1.782 -1.023 -2.343
C -0.398 0.444 -1.127
C 0.504 0.716 -2.241
C 0.076 1.968 -3.010
C 0.582 3.210 -2.630
C 0.204 4.354 -3.332
C -0.687 4.255 -4.408
C -1.041 5.430 -5.157
N -1.317 6.388 -5.772
C -1.221 3.008 -4.756
C -0.858 1.866 -4.040
C -0.014 0.773 0.221
O 1.128 1.023 0.566
O -1.008 0.703 1.177
H -2.102 2.248 -0.797
H -3.792 1.919 -0.291
H -2.673 2.758 0.823
H -2.925 -0.675 2.273
H -3.179 1.059 2.616
H -4.288 0.190 1.503
H 1.502 0.864 -1.810
H 0.472 -0.157 -2.907
H 1.255 3.270 -1.770
H 0.608 5.326 -3.051
H -1.918 2.933 -5.591
H -1.306 0.891 -4.258
C 0.560 -2.057 0.262
C 1.536 -2.386 -0.741
C 1.145 -2.842 -2.028
C 2.095 -3.226 -2.969
C 3.462 -3.114 -2.680
C 3.870 -2.635 -1.428
C 2.925 -2.275 -0.475
C 0.855 -2.002 1.619
C -0.104 -1.877 2.613
C 0.195 -1.563 3.975
C -0.838 -1.522 4.956
C -0.563 -1.179 6.274
C 0.753 -0.896 6.675
C 1.792 -0.962 5.735
C 1.523 -1.273 4.406
H -0.486 -2.004 -0.052
H 0.078 -2.890 -2.259
H 1.765 -3.615 -3.934
H 4.206 -3.379 -3.435
H 4.931 -2.544 -1.191
H 3.246 -1.877 0.490
H 1.900 -2.095 1.922
H -1.146 -2.083 2.355
H -1.857 -1.759 4.642
H -1.374 -1.132 7.004
H 0.969 -0.643 7.714
H 2.820 -0.765 6.044
H 2.332 -1.279 3.675
*
```